Below is a molecular structure, C2H3ClO2S, with properties calculated with the ωB97M-V functional and the def2-TZVPD basis.

As for the relative energy (zero: lowest compared OMol25 entry of this formula, charge and spin): 2.829 eV. The calculation puts the total energy at -29571.8857 eV. The calculation puts the HOMO-LUMO gap (alpha / beta) at 0.2593 / 0.2660 hartree.

The geometry in ORCA input format:
```
! RIJCOSX wB97M-V def2-TZVPD def2/J DEFGRID3
* xyz 0 1
C -0.426 0.200 -0.444
C -1.616 0.879 -0.064
O 2.139 -0.093 -0.222
O -2.758 0.551 -0.247
S 0.994 0.429 0.590
Cl 1.276 -2.055 1.277
H -1.417 1.849 0.253
H -0.346 -0.686 -1.076
H 2.153 -1.074 -0.067
*
```

Below is 3 unconnected molecules or ions with the total composition C2H3ClO2S, with properties calculated with the ωB97M-V functional and the def2-TZVPD basis.

As for the relative energy (zero: lowest compared OMol25 entry of this formula, charge and spin): 2.734 eV. The calculation puts the total energy at -29571.9808 eV. The calculation puts the HOMO-LUMO gap at 0.3728 hartree.

The geometry in ORCA input format:
```
! RIJCOSX wB97M-V def2-TZVPD def2/J DEFGRID3
* xyz 0 1
C -2.226 -0.787 -0.349
C -1.855 0.167 0.229
O 0.467 -2.191 0.289
O 1.320 0.064 0.199
S 0.536 -0.949 -0.472
Cl 3.058 2.741 -0.275
H -2.707 -1.727 -0.398
H 2.490 1.727 0.445
H -1.084 0.955 0.332
*
```

Below is a single C2H3ClOS molecule, with properties calculated with the ωB97M-V functional and the def2-TZVPD basis.

As for the relative energy (zero: lowest compared OMol25 entry of this formula, charge and spin): 1.272 eV. The calculation puts the total energy at -27526.3253 eV. The calculation puts the HOMO-LUMO gap at 0.3807 hartree. Its structure (SMILES) is O=C(S)CCl.

The geometry in ORCA input format:
```
! RIJCOSX wB97M-V def2-TZVPD def2/J DEFGRID3
* xyz 0 1
O -0.102 -0.340 -1.642
C 0.087 -0.233 -0.426
S 0.800 -1.524 0.466
C -0.459 0.764 0.447
Cl -1.024 2.220 -0.323
H 1.667 -1.779 -0.765
H -1.141 -0.095 0.963
H 0.172 0.988 1.281
*
```

Below is a single C2H3ClOS molecule, with properties calculated with the ωB97M-V functional and the def2-TZVPD basis.

As for the relative energy (zero: lowest compared OMol25 entry of this formula, charge and spin): 0.630 eV. The calculation puts the total energy at -27526.9672 eV. The calculation puts the HOMO-LUMO gap at 0.3519 hartree. Its structure (SMILES) is CC(=O)SCl.

The geometry in ORCA input format:
```
! RIJCOSX wB97M-V def2-TZVPD def2/J DEFGRID3
* xyz 0 1
C -0.213 0.224 -0.064
C -0.201 1.476 0.658
O 0.429 2.477 0.688
S -1.899 1.467 1.716
Cl -2.146 3.367 2.145
H -0.990 0.474 -0.765
H 0.749 0.214 -0.469
H -0.536 -0.539 0.715
*
```

Below is 2 unconnected molecules or ions with the total composition C2H3ClS, with properties calculated with the ωB97M-V functional and the def2-TZVPD basis.

As for the relative energy (zero: lowest compared OMol25 entry of this formula, charge and spin): 2.031 eV. The calculation puts the total energy at -25477.5359 eV. The calculation puts the HOMO-LUMO gap at 0.3134 hartree.

The geometry in ORCA input format:
```
! RIJCOSX wB97M-V def2-TZVPD def2/J DEFGRID3
* xyz 0 1
C -0.771 0.056 0.465
C 0.239 0.306 -0.444
S -0.678 -0.960 -1.092
Cl 2.375 -0.627 0.223
H -0.375 -0.601 1.150
H -1.504 0.715 0.600
H 0.715 1.112 -0.903
*
```

Below is 2 unconnected molecules or ions with the total composition C2H3ClS2, with properties calculated with the ωB97M-V functional and the def2-TZVPD basis.

As for the relative energy (zero: lowest compared OMol25 entry of this formula, charge and spin): 2.521 eV. The calculation puts the total energy at -36312.6173 eV. The calculation puts the HOMO-LUMO gap at 0.3403 hartree.

The geometry in ORCA input format:
```
! RIJCOSX wB97M-V def2-TZVPD def2/J DEFGRID3
* xyz 0 1
C -0.525 -2.121 -1.641
C 0.030 0.639 0.489
S -2.042 -2.220 -1.538
S 1.373 0.362 1.541
Cl -0.095 2.264 -0.273
H 2.366 0.371 0.792
H -0.119 0.098 -0.432
H -0.987 0.607 1.061
*
```